No. 1
{"formula": "C17H12HgNO5S", "method": "ωB97M-V with the def2-TZVPD basis set", "total_charge": 1, "e_tot_ev": -44546.961, "elements": ["O", "C", "Hg", "O", "C", "C", "O", "C", "O", "C", "O", "H", "N", "S", "C", "C", "C", "C", "C", "C", "C", "C", "C", "C", "C", "C", "H", "H", "H", "H", "H", "H", "H", "H", "H", "H", "H"], "xyz": [[-0.099, 0.440, -5.997], [0.724, 0.402, -5.107], [0.756, 0.414, -2.932], [3.178, 0.395, -5.135], [2.027, 0.413, -4.809], [-3.043, 0.232, -3.363], [-3.000, 0.243, -2.197], [-0.499, -2.406, -3.115], [-0.832, -3.469, -2.893], [-0.677, 2.967, -3.495], [-1.024, 4.047, -3.500], [-3.689, 0.192, -4.277], [-0.013, 0.396, -1.023], [1.065, 0.134, 0.168], [0.735, 1.302, 1.534], [-0.485, 1.326, 2.208], [-0.625, 2.123, 3.352], [0.440, 2.903, 3.800], [1.646, 2.912, 3.094], [1.803, 2.117, 1.953], [0.461, -1.369, 0.886], [1.255, -1.983, 1.871], [0.806, -3.159, 2.472], [-0.416, -3.725, 2.065], [-1.186, -3.119, 1.064], [-0.727, -1.948, 0.453], [-0.676, 1.103, -0.694], [-1.299, 0.704, 1.840], [-1.571, 2.111, 3.884], [0.324, 3.501, 4.703], [2.482, 3.525, 3.438], [2.748, 2.103, 1.399], [2.208, -1.535, 2.167], [1.402, -3.645, 3.257], [-0.775, -4.655, 2.521], [-2.142, -3.541, 0.745], [-1.282, -1.451, -0.336]], "atomic_forces_ev_per_a": [[-0.6, 0.1, 1.6], [2.8, -0.2, -1.8], [-0.9, 0.1, 0.8], [-0.2, -0.1, 1.7], [-1.1, 0.2, -3.4], [2.0, 0.1, -1.4], [-1.1, -0.1, 0.4], [-0.5, -1.8, 0.4], [0.5, 1.7, -0.4], [-0.6, 1.8, 0.0], [0.5, -1.6, 0.0], [-0.7, 0.0, 1.1], [-0.1, 1.0, 1.0], [-0.1, 0.1, 1.2], [0.6, 0.4, 0.0], [0.1, -0.1, 0.0], [0.0, -0.3, -0.5], [0.1, -0.1, -0.2], [0.0, -0.1, -0.2], [-0.2, -0.3, -0.1], [0.3, -1.0, 0.7], [-0.2, 0.0, 0.0], [-0.2, 0.0, -0.2], [-0.1, 0.1, -0.1], [0.4, 0.0, 0.1], [0.0, 0.2, 0.2], [-0.1, -0.3, -0.5], [0.0, 0.1, 0.3], [0.2, 0.1, -0.1], [0.1, -0.1, -0.2], [-0.3, -0.2, -0.1], [-0.3, 0.0, 0.3], [-0.3, -0.1, 0.0], [-0.3, 0.3, -0.5], [0.2, 0.5, -0.1], [0.4, 0.1, 0.2], [-0.1, -0.2, 0.1]]}



No. 2
{"formula": "C17H12IrN2S", "method": "ωB97M-V with the def2-TZVPD basis set", "total_charge": 1, "e_tot_ev": -34468.643, "elements": ["Ir", "C", "C", "C", "C", "C", "C", "C", "H", "H", "H", "H", "H", "H", "H", "H", "N", "C", "C", "C", "C", "C", "C", "C", "C", "C", "H", "H", "H", "H", "S", "C", "N"], "xyz": [[1.872, -0.214, 0.540], [4.242, 0.749, -1.604], [3.687, 0.838, -0.213], [4.158, -0.020, 0.821], [3.566, -0.004, 2.085], [2.474, 0.884, 2.357], [2.062, 1.818, 1.385], [2.646, 1.776, 0.098], [4.223, 1.724, -2.087], [3.651, 0.061, -2.209], [5.266, 0.382, -1.583], [4.914, -0.759, 0.592], [3.866, -0.732, 2.825], [1.964, 0.845, 3.309], [1.221, 2.467, 1.576], [2.253, 2.408, -0.687], [-7.911, -0.273, -1.069], [-6.776, -0.246, -0.893], [-5.355, -0.209, -0.671], [-4.601, -1.371, -0.824], [-3.237, -1.332, -0.612], [-2.620, -0.133, -0.240], [-3.386, 1.027, -0.088], [-4.748, 0.992, -0.305], [-1.214, -0.106, -0.017], [-0.016, -0.119, 0.192], [-5.089, -2.293, -1.109], [-2.638, -2.224, -0.732], [-2.902, 1.951, 0.200], [-5.349, 1.883, -0.193], [0.786, -4.593, -0.541], [1.299, -3.141, -0.261], [1.692, -2.036, -0.042]], "atomic_forces_ev_per_a": [[0.1, -0.2, 0.4], [0.0, 0.0, 0.0], [0.0, 0.1, 0.1], [0.0, 0.2, -0.2], [-0.4, 0.0, -0.1], [0.2, -0.1, -0.1], [0.1, 0.0, -0.3], [0.0, 0.0, 0.1], [0.0, 0.0, 0.0], [0.0, 0.0, 0.0], [0.0, 0.0, 0.0], [0.0, 0.0, 0.0], [-0.1, 0.0, 0.0], [0.0, -0.1, 0.0], [0.0, 0.0, 0.0], [0.0, 0.0, 0.0], [0.0, 0.0, 0.0], [0.0, 0.0, 0.0], [0.0, 0.0, 0.0], [0.0, 0.0, 0.0], [0.0, 0.0, 0.0], [0.1, 0.0, 0.0], [0.0, 0.0, 0.0], [0.0, 0.0, 0.0], [-0.3, 0.0, 0.0], [0.0, 0.1, 0.0], [0.0, 0.0, 0.0], [0.0, 0.0, 0.0], [0.0, 0.0, 0.0], [0.0, 0.0, 0.0], [0.0, -0.1, 0.0], [-0.2, 0.1, 0.0], [0.3, 0.0, 0.2]]}



No. 3
{"formula": "C17H12N4O4Sn", "method": "ωB97M-V with the def2-TZVPD basis set", "total_charge": 2, "e_tot_ev": -37787.894, "de_lowest_ev": 0.0000, "elements": ["Sn", "O", "C", "O", "C", "C", "N", "N", "C", "C", "O", "O", "H", "H", "H", "C", "C", "C", "C", "C", "C", "N", "N", "C", "C", "C", "C", "C", "C", "H", "H", "H", "H", "H", "H", "H", "H", "H"], "xyz": [[0.066, 0.717, -0.813], [2.560, -3.907, -3.483], [1.288, -4.125, -3.215], [0.708, -5.133, -3.485], [0.496, -3.039, -2.515], [-0.857, -3.224, -2.232], [-1.316, -2.129, -1.631], [-0.329, -1.222, -1.495], [0.781, -1.772, -2.035], [2.035, -0.944, -2.007], [3.083, -1.340, -2.406], [1.866, 0.273, -1.447], [2.883, -3.032, -3.201], [-1.481, -4.081, -2.444], [-2.256, -1.949, -1.305], [1.346, -1.448, 4.284], [1.645, -1.695, 2.949], [1.118, -0.867, 1.976], [0.304, 0.199, 2.350], [0.000, 0.458, 3.686], [0.529, -0.379, 4.648], [-0.186, 1.030, 1.311], [-0.817, 2.071, 1.555], [-1.249, 2.855, 0.454], [-1.919, 4.034, 0.735], [-2.334, 4.832, -0.328], [-2.086, 4.457, -1.638], [-1.407, 3.268, -1.930], [-0.991, 2.486, -0.872], [1.756, -2.092, 5.050], [2.291, -2.517, 2.677], [1.378, -1.036, 0.934], [-0.632, 1.292, 3.953], [0.309, -0.200, 5.691], [-2.097, 4.314, 1.764], [-2.853, 5.759, -0.126], [-2.417, 5.089, -2.451], [-1.213, 2.999, -2.959]], "atomic_forces_ev_per_a": [[0.1, 0.2, -0.1], [0.0, 0.0, 0.0], [0.1, 0.0, 0.0], [0.0, 0.0, 0.0], [0.0, 0.0, 0.0], [0.0, 0.0, 0.0], [0.0, 0.0, 0.0], [-0.1, -0.1, 0.0], [0.0, 0.1, 0.0], [-0.1, 0.0, 0.2], [0.0, 0.0, -0.1], [0.0, -0.1, 0.0], [0.0, 0.0, 0.0], [0.0, 0.0, 0.0], [0.0, 0.0, 0.0], [0.0, 0.0, 0.0], [0.0, 0.0, 0.0], [0.0, 0.0, 0.0], [0.0, 0.0, 0.0], [0.0, 0.0, 0.0], [0.0, 0.0, 0.0], [0.1, 0.0, 0.1], [-0.1, 0.1, 0.0], [0.1, -0.1, 0.0], [0.0, -0.1, 0.0], [0.0, 0.0, 0.0], [0.0, 0.0, 0.0], [0.0, 0.0, 0.1], [-0.1, -0.1, -0.1], [0.0, 0.0, 0.0], [0.0, 0.0, 0.0], [0.0, 0.0, 0.0], [0.0, 0.0, 0.0], [0.0, 0.0, 0.0], [0.0, 0.0, 0.0], [0.0, 0.0, 0.0], [0.0, 0.0, 0.0], [0.0, 0.0, 0.0]]}



No. 4
{"formula": "C17H12N5O9Tc", "method": "ωB97M-V with the def2-TZVPD basis set", "spin_multiplicity": 4, "total_charge": -1, "e_tot_ev": -45902.669, "de_lowest_ev": 0.9108, "elements": ["Tc", "O", "C", "C", "N", "C", "C", "O", "O", "C", "C", "O", "O", "H", "H", "H", "H", "H", "H", "H", "H", "H", "O", "C", "O", "C", "C", "C", "N", "C", "C", "C", "O", "O", "H", "H", "H", "N", "C", "C", "C", "N", "C", "N"], "xyz": [[0.357, -0.549, 0.166], [0.975, 0.727, -1.209], [1.670, 1.799, -0.602], [0.875, 2.355, 0.606], [-0.126, 1.351, 1.094], [-1.518, 1.834, 0.919], [-1.951, 2.438, -0.422], [-2.895, 3.183, -0.411], [-1.311, 2.154, -1.546], [0.063, 1.010, 2.532], [-0.500, -0.375, 2.872], [-0.923, -0.610, 3.980], [-0.418, -1.242, 1.892], [-0.568, 1.497, -1.461], [2.650, 1.462, -0.264], [1.809, 2.592, -1.342], [1.556, 2.594, 1.422], [0.344, 3.270, 0.343], [-2.199, 1.012, 1.144], [-1.711, 2.625, 1.648], [1.134, 0.954, 2.720], [-0.384, 1.767, 3.178], [2.710, -6.600, -2.426], [3.333, -5.996, -1.542], [4.367, -6.114, -0.923], [2.496, -4.648, -1.176], [1.231, -4.425, -1.691], [0.585, -3.259, -1.323], [1.158, -2.366, -0.509], [2.388, -2.595, -0.021], [3.098, -3.739, -0.330], [2.980, -1.521, 0.885], [4.084, -1.687, 1.355], [2.217, -0.484, 1.057], [0.759, -5.131, -2.355], [-0.407, -3.021, -1.681], [4.081, -3.891, 0.091], [-1.448, -0.805, -0.737], [-2.490, -1.120, -1.146], [-3.698, -1.502, -1.683], [-3.692, -2.540, -2.649], [-3.649, -3.381, -3.439], [-4.905, -0.909, -1.235], [-5.889, -0.431, -0.870]], "atomic_forces_ev_per_a": [[0.1, 0.2, 0.0], [0.0, 0.2, -0.1], [-0.1, -0.1, -0.1], [-0.1, 0.0, 0.1], [-0.1, 0.0, 0.0], [0.1, 0.0, 0.0], [0.0, 0.0, 0.1], [0.0, 0.0, 0.0], [0.2, -0.1, 0.0], [0.0, 0.1, -0.1], [0.0, -0.3, -0.2], [0.0, 0.1, 0.1], [0.0, 0.1, 0.3], [0.0, 0.1, 0.1], [0.0, 0.0, 0.0], [0.0, 0.0, 0.0], [0.0, 0.0, 0.0], [0.0, 0.0, 0.0], [0.0, 0.0, 0.0], [0.0, 0.0, 0.0], [0.0, 0.0, 0.0], [0.0, 0.0, 0.0], [-0.3, 0.0, -0.2], [1.1, 0.3, 0.7], [-0.5, -0.1, -0.3], [-0.4, 0.0, -0.3], [0.0, -0.1, 0.0], [0.1, 0.1, 0.1], [0.0, -0.2, -0.1], [-0.2, 0.0, -0.1], [0.2, -0.2, 0.0], [-0.2, 0.5, 0.1], [0.1, -0.1, 0.0], [0.3, -0.4, 0.0], [0.0, 0.0, 0.0], [0.0, 0.0, 0.0], [0.0, 0.0, 0.0], [-0.4, 0.0, 0.0], [0.2, 0.2, 0.0], [-0.2, -0.1, 0.0], [0.0, 0.1, 0.0], [0.0, 0.0, 0.0], [0.0, 0.0, -0.1], [0.0, 0.0, 0.0]]}



No. 5
{"formula": "C17H12O3", "method": "ωB97M-V with the def2-TZVPD basis set", "total_charge": 0, "e_tot_ev": -23964.883, "de_lowest_ev": 0.0000, "smiles": "O=C1C=C(Cc2ccc3ccccc3c2)C(=O)CC1=O", "elements": ["O", "C", "C", "C", "C", "C", "C", "C", "C", "C", "C", "C", "C", "C", "C", "C", "O", "C", "C", "O", "H", "H", "H", "H", "H", "H", "H", "H", "H", "H", "H", "H"], "xyz": [[-3.798, 0.169, -0.966], [-3.390, -0.594, -0.076], [-1.965, -0.575, 0.204], [-1.390, -1.429, 1.125], [0.109, -1.365, 1.463], [0.810, -0.210, 0.825], [0.912, 1.028, 1.442], [1.540, 2.124, 0.747], [2.132, 1.927, -0.515], [2.733, 2.998, -1.200], [3.229, 2.815, -2.500], [3.178, 1.545, -3.066], [2.588, 0.471, -2.370], [2.050, 0.645, -1.096], [1.386, -0.370, -0.459], [-2.223, -2.409, 1.891], [-1.734, -3.089, 2.759], [-3.703, -2.640, 1.555], [-4.268, -1.497, 0.686], [-5.500, -1.448, 0.717], [-1.359, 0.158, -0.333], [0.227, -1.285, 2.549], [0.578, -2.284, 1.123], [0.488, 1.239, 2.424], [1.646, 3.087, 1.221], [2.763, 3.962, -0.719], [3.669, 3.708, -2.983], [3.577, 1.398, -4.072], [2.539, -0.475, -2.875], [1.311, -1.310, -1.011], [-3.842, -3.592, 1.028], [-4.294, -2.703, 2.480]], "atomic_forces_ev_per_a": [[0.0, -1.5, 1.6], [0.3, 2.7, -2.8], [1.3, -1.7, 1.9], [-0.2, 1.6, -1.0], [-0.9, 0.2, 0.0], [0.9, -0.6, -2.0], [1.0, 2.9, -1.0], [-0.7, -2.3, 1.3], [-0.4, 0.5, 0.8], [0.5, -0.3, -1.7], [-0.1, 1.5, 2.0], [-0.6, -1.6, 0.1], [1.3, 1.6, -1.9], [0.3, 0.9, -0.7], [-1.3, -1.2, 2.0], [-0.6, -1.1, 0.0], [0.5, 0.1, 0.3], [1.0, 1.5, -0.6], [-3.8, -2.5, 2.0], [2.0, 1.0, -0.9], [-0.3, -0.2, 0.1], [-0.1, -0.3, -0.1], [0.0, -0.3, 0.2], [0.1, -0.3, -0.2], [-0.2, 0.1, 0.1], [0.1, 0.2, 0.0], [-0.3, -0.9, 0.0], [-0.2, -0.1, 0.3], [-0.1, -0.4, 0.0], [-0.1, 0.1, 0.4], [0.2, 0.2, 0.0], [0.3, 0.1, -0.3]]}



No. 6
{"formula": "C17H13AsNO6S5SbTc", "method": "ωB97M-V with the def2-TZVPD basis set", "total_charge": 1, "e_tot_ev": -155358.864, "elements": ["Tc", "O", "As", "O", "O", "C", "C", "C", "C", "C", "C", "S", "O", "O", "O", "H", "H", "H", "H", "H", "C", "C", "C", "C", "N", "C", "C", "C", "C", "C", "C", "C", "H", "H", "H", "H", "H", "H", "H", "H", "S", "Sb", "S", "S", "S"], "xyz": [[0.894, 1.235, 0.166], [-1.728, 0.020, 3.522], [-0.854, -0.424, 2.081], [-1.960, -0.892, 1.022], [-0.168, 1.098, 1.647], [0.618, -1.407, 2.924], [0.494, -1.792, 4.252], [1.548, -2.448, 4.872], [2.718, -2.733, 4.182], [2.848, -2.326, 2.862], [1.801, -1.658, 2.254], [2.010, -1.042, 0.616], [2.879, -1.860, -0.146], [0.668, -0.838, 0.029], [2.521, 0.372, 0.761], [-2.661, 0.173, 3.346], [-0.412, -1.553, 4.793], [1.445, -2.730, 5.908], [3.539, -3.240, 4.668], [3.743, -2.519, 2.290], [-3.171, 2.656, -0.411], [-3.717, 1.736, -1.298], [-2.879, 0.822, -1.901], [-1.514, 0.791, -1.592], [-1.007, 1.665, -0.698], [-1.822, 2.582, -0.144], [-0.655, -0.144, -2.336], [-1.158, -1.382, -2.750], [-0.426, -2.214, -3.577], [0.808, -1.813, -4.063], [1.355, -0.616, -3.640], [0.645, 0.177, -2.753], [-3.770, 3.418, 0.061], [-4.772, 1.733, -1.521], [-3.275, 0.131, -2.630], [-1.357, 3.284, 0.539], [-2.110, -1.715, -2.365], [-0.825, -3.175, -3.859], [1.369, -2.437, -4.736], [2.331, -0.301, -3.975], [-1.071, 4.852, -2.438], [1.052, 4.345, -1.847], [1.524, 3.377, 0.431], [1.500, 1.536, -2.017], [3.002, 5.260, -2.527]], "atomic_forces_ev_per_a": [[-0.5, 4.6, -0.8], [0.8, 0.1, 0.5], [-1.7, -1.2, 1.8], [-0.2, -0.5, -0.8], [0.4, 0.8, 0.3], [-0.8, 0.6, -0.2], [-0.2, 0.1, -0.1], [0.1, 0.0, 0.0], [-0.1, 0.2, -0.1], [0.2, -0.1, -0.2], [0.1, 0.1, -0.5], [2.0, -3.1, 0.1], [0.0, 0.0, 0.4], [-0.5, -0.1, -0.1], [1.2, 0.6, 0.6], [-0.2, -0.1, -0.3], [0.0, -0.1, 0.0], [0.0, -0.1, 0.1], [0.0, 0.0, 0.0], [0.1, -0.1, 0.0], [0.1, -0.2, -0.1], [0.3, 0.0, 0.2], [0.3, 0.1, 0.1], [-0.6, 0.2, -0.2], [-0.5, -0.2, -0.1], [0.0, 0.2, 0.2], [0.3, -0.5, -0.4], [0.0, 0.2, 0.2], [0.0, 0.0, -0.1], [0.0, 0.0, 0.1], [-0.1, 0.1, 0.1], [-0.3, 0.2, 0.0], [0.0, 0.1, 0.0], [-0.1, 0.1, 0.0], [0.1, 0.0, 0.0], [-0.1, -0.2, 0.0], [-0.1, 0.0, 0.0], [-0.1, -0.1, 0.0], [0.0, -0.2, -0.1], [0.1, 0.0, 0.0], [1.2, -0.4, 0.4], [0.1, 1.1, -0.9], [-0.1, -1.2, -0.3], [0.0, -0.3, -0.2], [-1.2, -0.7, 0.5]]}



No. 7
{"formula": "C17H13B2F8N2O2Os", "method": "ωB97M-V with the def2-TZVPD basis set", "spin_multiplicity": 5, "total_charge": 1, "e_tot_ev": -50476.731, "elements": ["Os", "C", "O", "C", "C", "C", "C", "C", "C", "N", "N", "C", "C", "O", "C", "C", "C", "C", "C", "C", "C", "C", "H", "H", "H", "H", "H", "H", "H", "H", "H", "H", "H", "H", "H", "F", "B", "F", "F", "F", "F", "B", "F", "F", "F"], "xyz": [[-0.092, 0.128, -0.392], [2.568, 0.960, -1.943], [2.005, 0.496, -0.689], [2.771, -0.312, 0.129], [4.141, -0.443, 0.022], [4.815, -1.248, 0.927], [4.132, -1.931, 1.928], [2.764, -1.823, 2.024], [2.072, -1.016, 1.122], [0.677, -0.931, 1.081], [0.009, -1.592, 1.955], [-1.303, -1.670, 2.065], [-2.252, -0.866, 1.281], [-1.853, -0.025, 0.395], [-3.628, -0.995, 1.531], [-4.090, -1.809, 2.522], [-3.215, -2.598, 3.325], [-3.717, -3.425, 4.337], [-2.870, -4.243, 5.059], [-1.510, -4.265, 4.759], [-0.992, -3.437, 3.780], [-1.827, -2.570, 3.069], [3.448, 1.567, -1.751], [1.808, 1.574, -2.418], [2.802, 0.104, -2.573], [4.693, 0.059, -0.758], [5.890, -1.333, 0.851], [4.671, -2.563, 2.620], [2.202, -2.363, 2.770], [-4.296, -0.430, 0.894], [-5.156, -1.882, 2.697], [-4.779, -3.420, 4.543], [-3.261, -4.864, 5.852], [-0.854, -4.938, 5.295], [0.060, -3.468, 3.541], [-0.475, 1.751, -1.402], [-0.968, 1.202, -3.539], [-2.256, 1.461, -3.509], [-0.534, -0.015, -3.166], [-0.111, 2.009, -4.136], [-0.872, -2.253, -0.746], [0.351, -2.876, -1.251], [0.111, -3.679, -2.299], [0.996, -3.465, -0.180], [1.115, -1.687, -1.625]], "atomic_forces_ev_per_a": [[0.4, 0.0, 0.0], [0.1, 0.2, -0.6], [-0.8, 0.1, 0.3], [0.2, -0.5, 0.6], [0.0, 0.2, -0.2], [-0.1, 0.0, 0.1], [0.1, 0.0, 0.0], [-0.2, 0.1, 0.0], [0.6, 0.0, -0.1], [-0.8, 0.4, -0.5], [0.5, -0.6, 0.7], [-0.2, 0.6, -0.7], [0.0, -0.8, 0.7], [0.3, 0.6, -0.4], [0.0, 0.3, -0.4], [0.2, 0.0, 0.0], [0.1, -0.1, 0.1], [-0.1, 0.0, -0.1], [0.0, 0.0, 0.0], [-0.1, 0.0, 0.0], [0.0, 0.1, -0.1], [0.0, -0.2, 0.3], [-0.1, 0.0, 0.2], [-0.1, 0.0, 0.1], [0.0, -0.1, 0.1], [0.0, 0.0, 0.0], [0.0, 0.0, 0.0], [0.0, 0.0, 0.0], [0.0, 0.0, 0.0], [0.0, 0.0, 0.1], [0.0, 0.0, 0.0], [0.0, 0.0, 0.0], [0.0, 0.0, 0.0], [0.0, 0.0, 0.0], [0.0, 0.0, 0.0], [0.1, -0.4, 0.0], [0.0, -0.3, -0.3], [0.2, 0.0, 0.1], [-0.1, 0.2, -0.2], [-0.1, 0.0, 0.2], [-0.2, 0.2, -0.1], [0.1, 0.0, 0.3], [0.0, 0.1, -0.1], [-0.1, 0.0, -0.1], [-0.1, 0.1, -0.2]]}